{
  "formula": "C5H12O2",
  "method": "the ωB97M-V functional and the def2-TZVPD basis",
  "symbols": ["C", "C", "C", "C", "C", "H", "H", "H", "H", "H", "H", "H", "H", "O", "H", "H", "O", "H", "H"],
  "positions_angstrom": [[-0.8618, -2.6051, -0.1103], [-0.3538, -1.7048, 0.8238], [-1.1261, -0.7760, 1.7040], [-2.0201, 0.0366, 1.0738], [-0.4604, -0.4111, 3.1173], [-1.9113, -2.4429, -0.3947], [-0.2691, -3.3148, -0.8409], [0.6651, -1.2808, 0.7055], [-2.4469, 0.9204, 1.6068], [-2.1071, -0.0251, -0.1141], [0.6943, -0.5535, 3.0163], [-0.5936, 0.6150, 3.4853], [-0.8907, -1.0871, 3.9579], [0.6864, 2.2734, -3.9167], [1.2060, 1.9077, -3.2099], [0.0066, 2.8582, -3.6310], [2.9325, 1.7335, -1.4106], [2.2769, 2.0308, -0.7742], [3.3522, 1.0802, -0.8400]],
  "forces_ev_per_a": [[1.3844, 1.3044, 0.0919], [-0.2671, -0.9293, -2.2778], [0.2016, 2.0631, -0.4136], [0.8736, 0.0907, -0.9760], [0.1498, -1.8093, -0.0881], [0.0643, -0.9601, 0.7784], [-0.8738, 1.9656, 1.7112], [0.0055, -1.4400, 0.6357], [0.1646, -0.9059, -0.6263], [-0.2596, -0.0065, 2.9418], [-2.1222, -0.0604, 0.2841], [-0.3379, -0.1873, -0.6157], [1.0252, 0.8800, -1.4504], [0.4840, -0.6048, -1.5389], [0.0834, 0.1169, 0.7449], [-0.4744, 0.4670, 0.8217], [-0.1885, -0.2576, 0.6190], [-0.4225, 0.5689, -0.1930], [0.5095, -0.2954, -0.4489]],
  "nbo_charge": [-0.399, -0.223, -0.043, -0.393, -0.642, 0.200, 0.216, 0.203, 0.202, 0.213, 0.218, 0.220, 0.227, -0.957, 0.486, 0.470, -0.930, 0.463, 0.468],
  "e_above_lowest_kj_mol": 348.9,
  "e_tot_ha": -348.071938,
  "smiles": "C=CC(=C)C.O.O",
  "orbital_gap_ha": 0.33918,
  "max_force_ev_per_a": 2.95,
  "e_homo_ha": -0.33205,
  "lumo_ev": 0.19
}

---

{
  "formula": "C5H12O2",
  "method": "the ωB97M-V functional and the def2-TZVPD basis",
  "symbols": ["C", "C", "C", "O", "C", "C", "O", "H", "H", "H", "H", "H", "H", "H", "H", "H", "H", "H", "H"],
  "positions_angstrom": [[0.0007, -1.9660, 1.9897], [-0.3808, -1.3636, 0.6407], [-0.5575, 0.1609, 0.6874], [0.6354, 0.7775, 1.1689], [-1.1036, 0.8648, -0.5322], [0.6376, 2.0851, -1.8876], [0.3400, 0.6990, -1.6091], [0.9492, -1.5524, 2.3437], [-0.7603, -1.7306, 2.7437], [0.0920, -3.0561, 1.9356], [0.3805, -1.6143, -0.1148], [-1.3231, -1.8029, 0.2877], [-1.3232, 0.3864, 1.4472], [1.3199, 0.5550, 0.5242], [-1.7370, 0.1303, -1.0715], [1.4795, 2.1257, -2.5835], [-0.2484, 2.5921, -2.2739], [0.8910, 2.5204, -0.9228], [0.0634, 0.2553, -2.4242]],
  "forces_ev_per_a": [[0.0181, 0.0025, 0.0843], [-0.0205, -0.0416, -0.1196], [-0.2566, -0.1220, 0.0229], [0.1726, 0.0031, -0.0910], [-0.0041, -0.2502, 0.0626], [0.2045, 0.1828, -0.1061], [-0.2958, -0.0042, -0.1237], [-0.1182, -0.0810, -0.0361], [0.0997, -0.0388, -0.1057], [0.0034, 0.1562, -0.0073], [-0.0787, 0.0553, 0.0949], [0.1250, 0.0696, 0.0496], [0.0118, -0.0506, -0.0675], [-0.0369, 0.0647, 0.1535], [0.0373, 0.0536, 0.1135], [-0.0427, 0.0232, 0.0482], [0.1578, -0.1214, 0.0363], [-0.0102, -0.0118, -0.1713], [0.0333, 0.1106, 0.1623]],
  "nbo_charge": [-0.608, -0.424, -0.029, -0.716, -0.238, -0.253, -0.610, 0.215, 0.202, 0.204, 0.184, 0.199, 0.200, 0.454, 0.108, 0.175, 0.208, 0.225, 0.504],
  "e_above_lowest_kj_mol": 471.2,
  "e_tot_ha": -348.025358,
  "orbital_gap_ha": 0.29062,
  "max_force_ev_per_a": 0.32,
  "e_homo_ha": -0.27810,
  "lumo_ev": 0.34
}

---

> Which formula does entry 1 have?

C5H12O2